a:
13
Properties=species:S:1:pos:R:3 method="wB97M-V/def2-TZVPD" molar_mass_g_mol=218.9 total_charge=+1 homo_lumo_gap_ev=9.3 e_lumo_ev=-3.55 e_homo_ev=-12.84
C 1.01 -0.97 -0.77
C -0.74 0.45 -0.64
N 0.39 -2.17 -0.49
N -0.30 1.72 -0.03
Br 2.23 -0.24 0.55
Br -1.99 -0.54 0.50
H 1.39 -0.85 -1.71
H -1.16 0.29 -1.62
H -0.19 -2.55 -1.25
H 0.31 -2.48 0.48
H -0.25 2.56 -0.70
H 0.66 1.39 0.21
H -0.96 2.03 0.81


b:
13
Properties=species:S:1:pos:R:3 method="wB97M-V/def2-TZVPD" molar_mass_g_mol=218.9 total_charge=+1 homo_lumo_gap_ev="7.8 / 5.7" e_lumo_ev="-4.08 / -4.82" e_homo_ev="-11.90 / -10.50"
C -1.31 0.16 0.30
C 1.38 -0.37 -1.05
N -1.04 1.18 1.33
N 1.45 -1.70 -1.11
Br 2.22 0.51 0.36
Br 0.98 0.61 -2.60
H -1.64 -0.78 0.71
H -1.91 0.54 -0.52
H -0.68 2.03 0.88
H -0.31 0.83 1.97
H 1.00 -2.20 -1.87
H -1.87 1.44 1.88
H 1.73 -2.24 -0.30


The energy of each structure relative to the most stable one, in hartree, is as follows: a 0.0000; b 0.0216.


a:
52
Properties=species:S:1:pos:R:3 method="wB97M-V/def2-TZVPD" molar_mass_g_mol=289.3 homo_lumo_gap_ev=9.5 e_lumo_ev=0.19 e_homo_ev=-9.30
C 0.97 0.59 -2.44
C 1.28 -0.18 -1.16
C 0.47 -1.48 -1.01
C 1.35 -2.72 -0.93
N 2.20 -2.69 0.27
H 0.69 -0.20 -3.17
H 1.79 1.12 -2.90
H 0.00 1.09 -2.54
H 2.36 -0.33 -1.17
H 1.14 0.32 -0.20
H -0.09 -1.50 -0.06
H -0.22 -1.47 -1.85
H 2.06 -2.77 -1.76
H 0.77 -3.65 -0.92
H 1.59 -2.75 1.08
H 2.75 -1.85 0.42
H -3.42 -1.04 0.42
H -1.92 -1.43 -0.02
O -2.76 -1.04 -0.27
H 4.65 1.02 1.07
H 3.30 0.83 0.41
O 4.23 0.96 0.20
H -4.29 0.76 0.50
H -3.72 1.95 1.38
O -4.06 1.68 0.52
H 0.76 2.93 1.97
H -0.65 3.05 2.62
O 0.16 2.53 2.61
H 2.96 3.34 0.20
H 1.86 4.40 0.35
O 2.48 3.87 0.86
H -2.30 -3.93 0.31
H -1.07 -3.88 1.18
O -2.03 -3.81 1.23
H -1.72 -2.53 -2.94
H -2.77 -2.44 -1.64
O -2.04 -2.87 -2.11
H 3.53 -0.09 -3.47
H 4.37 -1.00 -2.56
O 3.65 -1.00 -3.19
H -2.24 1.37 3.89
H -1.76 1.33 2.28
O -2.44 1.20 2.97
H -1.77 -1.07 3.19
H -1.67 -2.24 2.16
O -1.29 -1.38 2.41
H -0.14 2.99 -0.84
H -0.59 4.28 -1.51
O 0.09 3.60 -1.55
H -0.36 1.10 0.62
H -1.77 1.08 -0.16
O -1.22 1.52 0.50


b:
52
Properties=species:S:1:pos:R:3 method="wB97M-V/def2-TZVPD" molar_mass_g_mol=289.3 homo_lumo_gap_ev=9.4 e_lumo_ev=0.28 e_homo_ev=-9.07
C -0.02 2.11 -1.30
C 0.82 1.22 -0.36
N 0.54 -0.18 -0.77
C 1.07 -1.26 0.20
C 1.33 -2.58 -0.43
H -0.78 1.75 -2.03
H 0.60 2.82 -1.88
H -0.50 2.77 -0.53
H 1.93 1.46 -0.66
H 0.60 1.40 0.76
H -0.48 -0.31 -0.77
H 1.94 -0.76 0.74
H 0.29 -1.34 0.98
H 0.46 -2.91 -1.04
H 2.26 -2.42 -1.07
H 1.60 -3.33 0.33
H -2.57 0.73 -2.80
H -3.06 -0.12 -3.91
O -2.25 0.09 -3.38
H 0.24 -0.22 -3.43
H 1.31 -0.94 -2.64
O 0.72 -1.05 -3.49
H -2.29 -2.13 1.91
H -2.62 -1.74 3.26
O -2.01 -1.52 2.61
H -2.22 1.06 -0.47
H -3.15 2.16 -1.01
O -2.83 1.32 -1.14
H 2.84 3.13 0.53
H 3.00 2.39 1.68
O 2.60 3.19 1.43
H -4.04 -2.89 0.53
H -2.66 -3.16 -0.10
O -3.15 -2.83 0.64
H -1.18 -2.27 -1.81
H -2.35 -2.47 -2.74
O -1.94 -2.82 -1.92
H 0.59 -0.63 3.76
H 0.07 -0.21 2.27
O 0.70 -0.07 3.04
H 3.11 0.26 -1.68
H 4.28 1.04 -1.37
O 3.70 0.40 -1.01
H 0.28 1.95 3.37
H 0.50 2.83 2.11
O -0.25 2.46 2.79
H -1.34 1.37 1.82
H -1.97 -0.06 1.63
O -1.67 0.73 1.17
H 3.31 0.45 0.62
H 2.72 0.27 2.01
O 3.43 0.65 1.54


The energy of each structure relative to the most stable one, in hartree, is as follows: a 0.0000; b 0.0317.


a:
16
Properties=species:S:1:pos:R:3 method="wB97M-V/def2-TZVPD" molar_mass_g_mol=164.3 homo_lumo_gap_ev=9.2 e_lumo_ev=0.65 smiles=CS[C@@H]1SC[C@@H]2S[C@H]12 e_homo_ev=-8.60
C -1.51 1.71 -1.42
S -1.83 1.40 0.41
C -0.46 0.22 0.89
S 1.25 0.75 1.02
C 2.10 -0.99 0.53
C 0.95 -1.83 0.13
S 0.28 -1.31 -1.44
C -0.31 -1.17 0.21
H -0.56 2.63 -1.35
H -1.32 0.62 -1.98
H -2.41 2.36 -2.06
H -0.76 0.39 2.06
H 2.78 -0.88 -0.43
H 2.58 -1.55 1.37
H 1.07 -2.89 0.26
H -1.09 -1.86 0.24


b:
16
Properties=species:S:1:pos:R:3 method="wB97M-V/def2-TZVPD" molar_mass_g_mol=164.3 homo_lumo_gap_ev=9.4 e_lumo_ev=0.67 smiles=C1SCC2(CS1)CS2 e_homo_ev=-8.75
C 1.99 0.10 0.49
S 1.29 1.68 -0.26
C -0.17 1.00 -1.07
C -0.82 -0.08 -0.28
C -0.16 -1.44 -0.26
S 1.58 -1.43 -0.36
C -1.41 0.44 0.94
S -2.62 -0.10 -0.30
H 1.70 0.03 1.53
H 3.09 0.13 0.33
H 0.00 0.57 -2.06
H -0.88 1.86 -1.21
H -0.49 -2.12 -1.08
H -0.46 -1.97 0.64
H -1.27 1.50 1.14
H -1.39 -0.17 1.80


c:
16
Properties=species:S:1:pos:R:3 method="wB97M-V/def2-TZVPD" molar_mass_g_mol=164.3 homo_lumo_gap_ev=8.5 e_lumo_ev=-0.11 smiles="C[C@]1(CS)CC(=S)S1" e_homo_ev=-8.61
C -1.89 -0.94 0.81
C -0.60 -0.54 0.12
C -0.38 -1.15 -1.23
S -1.47 -0.96 -2.49
C 0.78 -0.87 0.99
C 1.16 0.67 0.97
S 2.30 1.32 1.87
S -0.20 1.24 -0.01
H -1.94 -2.00 1.01
H -2.65 -0.67 0.13
H -1.89 -0.25 1.82
H 0.67 -0.78 -1.45
H -0.49 -2.26 -0.87
H -0.64 0.03 -2.98
H 0.72 -1.50 1.92
H 1.60 -1.39 0.55


d:
16
Properties=species:S:1:pos:R:3 method="wB97M-V/def2-TZVPD" molar_mass_g_mol=164.3 homo_lumo_gap_ev=8.3 e_lumo_ev=-0.54 e_homo_ev=-8.80
C 1.21 1.20 0.23
C 0.05 0.23 0.54
C -1.17 0.10 -0.23
C -1.00 -1.33 -0.36
C 0.40 -1.26 0.07
H 1.95 0.76 -0.74
H 1.92 1.40 1.35
H 0.73 2.43 -0.19
H -0.24 0.23 1.58
H -1.13 0.48 -1.31
H -2.45 2.00 0.58
H 0.64 -1.98 0.93
H 2.43 -0.90 -0.64
S -2.78 0.60 0.35
S -1.99 -2.54 -0.73
S 1.45 -1.41 -1.42


The energy of each structure relative to the most stable one, in hartree, is as follows: a 0.1132; b 0.0000; c 0.0555; d 0.1292.


a:
16
Properties=species:S:1:pos:R:3 method="wB97M-V/def2-TZVPD" molar_mass_g_mol=164.3 homo_lumo_gap_ev=7.7 e_lumo_ev=-0.81 smiles="CCSC(=S)C(C)=S" e_homo_ev=-8.53
C -3.08 -0.82 -0.12
C -1.82 -0.02 -0.46
S -0.28 -0.86 -0.09
C 0.87 0.41 -0.40
S 0.69 1.94 -0.82
C 2.24 -0.22 -0.17
C 2.99 0.55 0.90
S 2.83 -1.50 -0.90
H -3.99 -0.22 -0.31
H -3.21 -0.94 0.99
H -3.01 -1.78 -0.64
H -1.93 0.88 0.16
H -1.78 0.27 -1.51
H 3.99 0.17 0.90
H 3.08 1.60 0.63
H 2.40 0.52 1.85


b:
16
Properties=species:S:1:pos:R:3 method="wB97M-V/def2-TZVPD" molar_mass_g_mol=164.3 homo_lumo_gap_ev=8.2 e_lumo_ev=0.05 e_homo_ev=-8.13
C -1.02 -0.15 -0.09
C 1.52 -1.10 -0.71
C 2.37 -0.52 0.43
C 1.79 0.62 0.93
C 1.16 1.48 -0.10
H 1.72 -2.00 -1.15
H 1.55 -0.30 -1.57
H 3.15 -0.08 -0.10
H 2.62 -1.11 1.34
H 2.55 1.19 1.46
H 1.08 0.34 1.58
H 1.71 1.36 -0.96
H 1.14 2.62 0.25
S -2.56 -0.15 0.40
S -0.10 -1.47 -0.13
S -0.49 1.38 -0.50


The energy of each structure relative to the most stable one, in hartree, is as follows: a 0.0000; b 0.0597.


a:
9
Properties=species:S:1:pos:R:3 method="wB97M-V/def2-TZVPD" molar_mass_g_mol=201.0 homo_lumo_gap_ev="6.6 / 6.6" e_lumo_ev="-1.69 / -1.74" e_homo_ev="-8.31 / -8.29"
C -0.63 -0.30 0.33
C -1.08 0.69 -0.50
N 0.14 -1.31 -0.16
S 2.30 1.71 0.40
I 2.38 -0.49 -0.23
H -0.86 -0.45 1.41
H -1.84 1.51 -0.18
H -0.73 0.76 -1.58
H 0.32 -2.12 0.52


b:
9
Properties=species:S:1:pos:R:3 method="wB97M-V/def2-TZVPD" molar_mass_g_mol=201.0 homo_lumo_gap_ev="7.1 / 7.2" e_lumo_ev="-1.12 / -1.12" e_homo_ev="-8.27 / -8.27"
C -0.34 -0.83 0.07
C 0.11 0.56 0.64
N 0.45 -1.36 -0.98
S 0.74 1.75 -0.61
I 0.43 0.02 -2.36
H -0.25 -1.41 1.00
H -1.45 -0.52 -0.23
H -0.71 1.17 1.09
H 1.02 0.62 1.36


The energy of each structure relative to the most stable one, in hartree, is as follows: a 0.0000; b 0.0159.


a:
15
Properties=species:S:1:pos:R:3 method="wB97M-V/def2-TZVPD" molar_mass_g_mol=196.0 homo_lumo_gap_ev=8.1 e_lumo_ev=-0.72 e_homo_ev=-8.80
C 1.18 1.29 1.29
C 1.19 -0.01 0.99
C 2.27 -0.85 0.31
C -1.41 -3.20 2.25
C -1.34 -1.82 2.74
I -3.00 -0.91 2.00
H 0.41 1.58 1.97
H 1.90 1.87 0.86
H 1.87 -1.61 -0.46
H 2.86 -0.22 -0.25
H 2.79 -1.42 1.03
H -2.01 -3.38 1.36
H -0.35 -3.46 2.04
H -1.66 -3.77 3.19
H 0.38 -0.57 1.48


b:
15
Properties=species:S:1:pos:R:3 method="wB97M-V/def2-TZVPD" molar_mass_g_mol=196.0 homo_lumo_gap_ev=9.2 e_lumo_ev=0.64 smiles="C=C(C)[C@H](C)I" e_homo_ev=-8.57
C -0.15 0.63 1.65
C -0.24 0.61 0.32
C -1.05 1.57 -0.44
C 0.76 -0.48 -0.63
C 0.44 -1.93 -0.50
I 2.63 0.00 0.35
H 0.57 -0.08 2.08
H -0.74 1.22 2.29
H -0.42 2.14 -1.17
H -1.99 1.11 -0.82
H -1.50 2.20 0.24
H 0.85 -0.06 -1.69
H -0.59 -2.09 -1.02
H 1.16 -2.56 -1.11
H 0.26 -2.29 0.46


The energy of each structure relative to the most stable one, in hartree, is as follows: a 0.1078; b 0.0000.


a:
84
Properties=species:S:1:pos:R:3 method="wB97M-V/def2-TZVPD" molar_mass_g_mol=432.6 homo_lumo_gap_ev=10.4 e_lumo_ev=0.22 smiles=CCO.CCO.CCO.CCO.CCO.CCO.CCO.CCO.CCO.O e_homo_ev=-10.18
C -5.60 1.40 0.46
C -4.52 1.01 1.46
O -4.94 1.07 2.81
H -6.04 2.37 0.73
H -6.40 0.66 0.36
H -5.17 1.59 -0.52
H -3.69 1.71 1.36
H -4.15 0.01 1.22
H -5.74 0.54 2.91
C 4.55 0.94 0.69
C 3.77 2.07 0.08
O 4.29 2.50 -1.16
H 4.52 0.04 0.06
H 4.18 0.64 1.67
H 5.61 1.17 0.80
H 3.79 2.93 0.75
H 2.71 1.81 -0.03
H 4.67 1.73 -1.61
C 0.09 3.77 -2.33
C 1.41 4.21 -1.72
O 1.46 5.62 -1.50
H -0.74 4.07 -1.68
H 0.05 2.69 -2.48
H -0.08 4.22 -3.32
H 2.25 3.86 -2.33
H 1.51 3.75 -0.74
H 1.33 6.08 -2.33
C 2.38 1.62 3.71
C 3.72 1.50 4.44
O 4.35 2.76 4.66
H 2.50 1.93 2.67
H 1.76 2.36 4.22
H 1.88 0.66 3.75
H 4.41 0.83 3.93
H 3.49 1.10 5.43
H 4.32 3.26 3.84
C -0.45 0.54 1.05
C 0.32 0.31 -0.21
O 1.43 -0.55 0.10
H 0.19 1.01 1.80
H -0.82 -0.40 1.45
H -1.28 1.24 0.92
H 0.70 1.22 -0.67
H -0.31 -0.18 -0.97
H 2.08 -0.43 -0.60
C -2.52 -2.37 2.19
C -3.25 -3.40 3.01
O -4.62 -3.43 2.58
H -2.64 -2.49 1.12
H -1.47 -2.35 2.49
H -2.92 -1.38 2.43
H -3.21 -3.11 4.06
H -2.81 -4.40 2.88
H -5.13 -3.95 3.21
C -1.32 -3.10 -1.78
C -1.01 -4.43 -1.13
O 0.38 -4.66 -0.93
H -0.94 -2.29 -1.16
H -2.41 -3.02 -1.85
H -0.94 -3.06 -2.80
H -1.46 -5.26 -1.69
H -1.44 -4.43 -0.13
H 0.84 -4.67 -1.78
C 3.55 -2.57 -1.65
C 2.85 -1.67 -2.67
O 2.90 -0.28 -2.29
H 3.37 -2.21 -0.63
H 4.63 -2.56 -1.80
H 3.16 -3.58 -1.69
H 1.80 -1.94 -2.77
H 3.32 -1.78 -3.64
H 3.69 0.08 -2.71
C -2.97 0.97 -2.16
C -2.29 0.35 -3.38
O -2.69 0.96 -4.60
H -2.92 2.06 -2.21
H -2.52 0.62 -1.23
H -4.02 0.69 -2.16
H -2.54 -0.72 -3.42
H -1.20 0.41 -3.31
H -3.60 0.71 -4.77
O 0.87 -3.10 1.47
H 0.91 -3.66 0.68
H 0.79 -2.21 1.11


b:
84
Properties=species:S:1:pos:R:3 method="wB97M-V/def2-TZVPD" molar_mass_g_mol=432.6 homo_lumo_gap_ev=10.4 e_lumo_ev=0.46 smiles=CC(C)O.CC(C)O.CC(C)O.CC(C)O.CC(C)O.CC(C)O.O.O.O.O e_homo_ev=-9.94
C 8.42 6.52 -15.19
C 7.23 5.62 -15.54
C 7.68 4.20 -15.85
O 6.20 5.66 -14.49
H 8.84 6.22 -14.23
H 8.05 7.55 -15.07
H 9.15 6.55 -15.99
H 6.76 6.04 -16.45
H 8.58 4.22 -16.50
H 6.90 3.60 -16.29
H 8.03 3.72 -14.93
H 6.58 5.80 -13.61
C 6.52 10.00 -9.42
C 5.65 9.33 -8.37
C 4.70 8.36 -8.95
O 6.49 8.78 -7.31
H 7.15 10.76 -8.96
H 5.81 10.51 -10.07
H 7.13 9.24 -9.90
H 5.01 10.09 -7.88
H 4.22 7.76 -8.17
H 5.11 7.73 -9.75
H 3.89 8.94 -9.41
H 5.94 8.24 -6.72
C 2.49 10.12 -12.04
C 3.84 10.12 -12.76
C 3.64 9.75 -14.16
O 4.38 11.57 -12.67
H 1.85 10.87 -12.49
H 2.64 10.30 -10.99
H 2.00 9.15 -12.18
H 4.56 9.51 -12.19
H 3.23 8.74 -14.27
H 4.56 9.79 -14.77
H 2.95 10.48 -14.61
H 4.81 11.80 -13.51
C 6.05 14.39 -15.59
C 5.99 12.87 -15.69
C 6.64 12.34 -16.97
O 6.59 12.29 -14.52
H 5.70 14.70 -14.60
H 5.41 14.83 -16.35
H 7.08 14.72 -15.68
H 4.95 12.52 -15.65
H 6.24 12.82 -17.88
H 6.45 11.26 -17.09
H 7.72 12.52 -16.97
H 7.54 12.48 -14.47
C 11.38 6.12 -11.54
C 11.37 7.61 -11.51
C 11.67 8.17 -12.90
O 10.01 8.02 -11.08
H 10.51 5.76 -12.10
H 11.31 5.68 -10.53
H 12.31 5.72 -11.93
H 12.09 8.05 -10.81
H 11.80 9.26 -12.87
H 10.81 7.95 -13.54
H 12.56 7.72 -13.34
H 9.92 9.00 -11.20
C 7.32 13.28 -11.03
C 6.09 14.10 -10.57
C 5.13 13.29 -9.75
O 6.49 15.37 -9.83
H 8.15 13.83 -11.45
H 6.91 12.59 -11.80
H 7.61 12.59 -10.23
H 5.60 14.55 -11.45
H 5.61 12.94 -8.83
H 4.74 12.45 -10.33
H 4.25 13.89 -9.52
H 7.08 15.15 -9.09
O 7.87 6.45 -11.92
H 8.02 5.58 -11.53
H 8.65 7.02 -11.59
O 9.87 10.85 -10.41
H 9.06 11.06 -10.95
H 9.61 11.01 -9.49
O 9.39 12.41 -13.87
H 9.30 11.50 -13.51
H 9.93 12.89 -13.22
O 8.07 10.07 -12.64
H 7.63 9.20 -12.61
H 7.33 10.72 -12.77


The energy of each structure relative to the most stable one, in hartree, is as follows: a 0.0868; b 0.0000.


a:
22
Properties=species:S:1:pos:R:3 method="wB97M-V/def2-TZVPD" molar_mass_g_mol=129.2 total_charge=+1 homo_lumo_gap_ev=8.3 e_lumo_ev=-3.41 smiles="C[NH2+]C1=C(C)OCN1C" e_homo_ev=-11.75
C 0.43 1.03 2.42
N 0.81 1.05 0.97
C 0.21 0.10 0.04
C 0.32 -1.24 -0.15
C 1.36 -2.17 0.26
O -0.58 -1.87 -1.00
C -1.67 -1.01 -1.51
N -1.09 0.36 -0.81
C -1.03 1.63 -1.53
H 0.84 1.89 2.77
H -0.66 0.77 2.57
H 0.82 0.21 2.89
H 1.78 0.99 0.72
H 0.61 1.97 0.39
H 1.84 -1.95 1.17
H 2.19 -2.21 -0.35
H 1.01 -3.10 0.34
H -1.77 -1.15 -2.55
H -2.63 -1.19 -1.16
H -0.17 2.27 -1.31
H -0.68 1.42 -2.64
H -1.93 2.20 -1.54


b:
22
Properties=species:S:1:pos:R:3 method="wB97M-V/def2-TZVPD" molar_mass_g_mol=129.2 total_charge=+1 homo_lumo_gap_ev=11.6 e_lumo_ev=-2.65 e_homo_ev=-14.28
C -3.23 -0.52 -0.08
C -2.38 0.49 -0.79
C 3.47 -1.03 -0.52
C -1.74 -0.68 -0.10
C 2.22 -0.49 -0.07
C 1.63 1.79 0.09
N 1.37 0.37 0.24
N -0.96 -0.42 1.12
O 2.31 -1.80 -0.06
H -3.70 -0.23 0.85
H -3.82 -1.21 -0.66
H -2.39 0.50 -1.87
H -2.27 1.47 -0.36
H 3.68 -1.13 -1.58
H 4.32 -1.06 0.15
H -1.30 -1.47 -0.70
H 1.03 2.17 -0.73
H 1.31 2.29 1.01
H 2.68 2.01 -0.10
H 0.08 -0.07 0.80
H -1.42 0.31 1.68
H -0.89 -1.26 1.69


The energy of each structure relative to the most stable one, in hartree, is as follows: a 0.0942; b 0.0000.